{"formula": "C4H7NO", "method": "ωB97M-V/def2-TZVPD", "symbols": ["C", "C", "O", "C", "C", "N", "H", "H", "H", "H", "H", "H", "H"], "coordinates": [[-1.490, -0.895, -0.611], [-0.423, -0.181, 0.179], [-0.479, 0.239, 1.445], [0.737, 0.532, -0.291], [0.806, 1.190, 1.081], [1.544, -0.628, -0.025], [-2.358, -1.244, -0.040], [-1.014, -1.755, -1.083], [-1.859, -0.253, -1.430], [0.713, 1.067, -1.241], [0.418, 2.170, 1.313], [1.809, 1.000, 1.518], [1.538, -1.309, -0.773]], "forces_ev_per_angstrom": [[0.37, -0.14, 0.20], [0.80, -0.30, -0.32], [1.70, 0.71, -0.06], [-0.08, 0.48, -0.34], [-1.14, -0.14, 0.48], [-1.09, -0.98, -0.02], [0.42, 0.13, 0.16], [-0.17, -0.07, -0.02], [0.23, -0.01, 0.39], [0.44, 0.27, 0.00], [-0.06, 0.31, -0.33], [-1.23, -0.34, 0.39], [-0.21, 0.07, -0.52]], "max_force_ev_per_a": 1.84, "spin_multiplicity": 1, "homo_lumo_gap_ev": [8.7, 8.7], "relative_energy_kj_mol": 472.3, "e_tot_ev": -7794.749}